(1)
Computed, not measured: a 9-piece molecular cluster, C28H55Cl16N2O2 overall at a distorted geometry, with ωB97M-V/def2-TZVPD.

Output
Orbital gap (alpha / beta)   0.3059 / 0.3062 Eh
Largest force on an atom   0.0576 hartree/bohr
Electronic energy   -8722.85438 Ha

Geometry as ORCA input:
```
! wB97M-V def2-TZVPD RIJCOSX def2/J DEFGRID3
* xyz 0 2
C 4.09264 -1.59011 1.43581
C 3.77901 -0.66010 0.27621
C 4.62095 0.59975 0.25556
N 2.90429 -0.91549 -0.62465
C 1.72098 -0.09899 -0.76084
O 2.05418 1.28934 -0.99186
C 0.91833 -0.54770 -2.02290
C -0.00115 -1.75285 -1.83780
C 0.82699 -3.03685 -1.95204
C -0.96580 -1.81247 -3.04302
N -0.84384 -1.61646 -0.62472
O -1.78867 -0.75422 -0.81887
C -0.12034 -1.33188 0.63940
C 0.54530 -2.58286 1.23719
C -1.19360 -0.90506 1.66462
C 0.85940 -0.15688 0.50936
H 3.91069 -2.63441 1.19007
H 5.16282 -1.51450 1.62466
H 3.50983 -1.27513 2.29837
H 5.01771 0.74465 -0.74194
H 3.97091 1.43708 0.51562
H 5.40114 0.56452 1.01102
H 1.22616 1.77707 -1.10269
H 0.36024 0.31750 -2.37437
H 1.66784 -0.75256 -2.78234
H 1.40136 -2.93683 -2.86974
H 0.20590 -3.92310 -2.08560
H 1.55659 -3.16582 -1.16151
H -1.36731 -0.83847 -3.29488
H -1.77387 -2.50908 -2.82779
H -0.41167 -2.23122 -3.88158
H 0.62299 -2.44130 2.31250
H 1.54839 -2.74393 0.85611
H -0.08246 -3.45899 1.08701
H -2.07842 -1.52058 1.55840
H -0.82261 -0.98754 2.68410
H -1.47535 0.13490 1.52470
H 1.46124 -0.13427 1.41739
H 0.26003 0.75365 0.52529
Cl -1.09613 2.59998 -3.03761
C -1.29438 4.21918 -2.32100
C 0.01661 4.94826 -2.19181
Cl 1.08417 4.20022 -0.97174
H -1.78158 4.09740 -1.35727
H -1.95479 4.78511 -2.97390
H -0.16787 5.97266 -1.87067
H 0.55544 4.97219 -3.13539
Cl 3.27502 -5.07490 0.57864
C 4.77436 -5.64304 1.36591
C 5.82688 -6.03144 0.35891
Cl 5.39130 -7.52140 -0.52725
H 4.52356 -6.47601 2.01810
H 5.12903 -4.81969 1.98059
H 6.76373 -6.23870 0.86527
H 5.99249 -5.23935 -0.36809
Cl -4.20760 -1.77535 3.04835
C -5.47828 -1.43852 1.84528
C -5.16915 -0.19612 1.04725
Cl -5.26908 1.28360 2.04078
H -6.42425 -1.35791 2.37175
H -5.52351 -2.29679 1.17701
H -5.89265 -0.08806 0.24118
H -4.17096 -0.23948 0.61490
Cl -4.31034 5.78782 -1.19986
C -3.58823 6.64448 0.18499
C -3.42085 8.11594 -0.09019
Cl -2.18505 8.42564 -1.33920
H -2.63398 6.17345 0.41064
H -4.25354 6.50271 1.03504
H -3.09471 8.62433 0.81545
H -4.35290 8.56395 -0.42466
Cl -6.73595 6.27651 -4.76274
C -5.62633 7.66755 -4.68100
C -4.28433 7.36103 -5.29430
Cl -3.37488 6.17499 -4.32546
H -5.52565 7.95264 -3.63654
H -6.09765 8.48531 -5.22364
H -3.68442 8.26886 -5.33354
H -4.38561 6.96682 -6.30203
Cl -9.78488 2.94707 5.17884
C -8.40447 2.22415 6.04429
C -7.31911 1.76600 5.10453
Cl -7.82307 0.37247 4.12180
H -8.78132 1.40076 6.64506
H -8.01022 2.99021 6.70986
H -6.44746 1.45158 5.67636
H -7.01936 2.56010 4.42484
Cl 5.35893 -3.08163 4.31704
C 6.84956 -3.59964 5.14874
C 7.93725 -3.97799 4.17900
Cl 7.53986 -5.47124 3.28862
H 6.59609 -4.42936 5.80335
H 7.17955 -2.76215 5.76083
H 8.86405 -4.16523 4.71810
H 8.11221 -3.19040 3.45070
Cl 3.15474 -4.43808 -5.52374
C 4.12624 -5.48849 -4.45710
C 3.71102 -5.37249 -3.01405
Cl 4.10742 -3.77905 -2.32804
H 5.17173 -5.22345 -4.59099
H 3.97879 -6.51161 -4.79895
H 4.23353 -6.11803 -2.41984
H 2.64018 -5.52612 -2.89571
*
```

---

(2)
Computed, not measured: C28H55O2Si4TeTl as an isolated structure at a distorted geometry, with ωB97M-V/def2-TZVPD.

Output
Orbital gap (alpha / beta)   0.1301 / 0.1281 Eh
Largest force on an atom   0.0424 hartree/bohr
Electronic energy   -2848.57392 Ha

Geometry as ORCA input:
```
! wB97M-V def2-TZVPD RIJCOSX def2/J DEFGRID3
* xyz 0 1
O 1.18519 0.49167 -7.19455
C 0.84485 1.71041 -7.92439
C 0.56922 1.06448 -9.25160
H 1.67396 2.41574 -7.90548
H -0.08663 2.15088 -7.55377
C 0.77081 -0.22466 -8.41677
H 1.35108 1.34654 -9.95712
H -0.45981 1.30138 -9.54215
C 1.96557 -1.08013 -8.79383
H 2.89467 -0.49525 -8.75701
H 1.85794 -1.49091 -9.79719
H 2.03226 -1.88261 -8.05627
C -0.52311 -1.00903 -8.23139
H -1.34647 -0.36674 -7.91840
H -0.35770 -1.78842 -7.48302
H -0.85098 -1.45020 -9.17617
Tl 2.72345 0.91285 -2.24112
C -2.14627 -0.42296 0.76522
C -2.19468 0.99852 0.90373
C -2.24149 1.56329 -0.40657
H -2.18284 1.57657 1.82134
C -2.24577 0.49236 -1.34014
C -2.18105 -0.73496 -0.62538
H -2.19065 -1.71926 -1.08571
H -2.07285 -1.13767 1.58258
H -2.31028 2.60566 -0.68545
H -2.32951 0.59758 -2.42059
C 1.53809 -2.07354 1.11203
C 0.41125 -2.45765 0.32304
C 0.71835 -2.25140 -1.03339
H -0.52094 -2.89051 0.69873
C 2.06056 -1.79910 -1.11206
C 2.55244 -1.63193 0.21045
H 3.54977 -1.27387 0.49051
H 1.59775 -2.13524 2.19343
H 0.07800 -2.46142 -1.87709
H 2.62906 -1.73815 -2.04755
O -0.28696 0.37730 -3.51969
C -0.71963 -0.45106 -4.67051
C -1.61029 0.53173 -5.47370
H -1.20296 -1.33108 -4.23698
H 0.16276 -0.78787 -5.27362
C -0.68723 1.74931 -5.39833
H -2.56387 0.82447 -4.97179
H -1.92246 0.18852 -6.46809
C -0.17698 1.80603 -3.98488
H -0.94856 2.69896 -5.84509
H 0.24250 1.43316 -5.84856
H -0.72558 2.51405 -3.32275
H 0.91446 2.06550 -3.96616
C 3.73904 0.37667 4.69670
Si 2.16168 1.24160 5.25377
C 1.95210 1.12832 7.15252
C 2.51543 3.06959 4.93181
Si 0.01320 0.15919 5.11172
Te 0.84096 0.87976 2.97027
Si -0.02349 -2.13065 5.58053
C -0.45069 -2.46549 7.39398
C -1.34858 -2.90047 4.46361
C 1.60459 -2.91907 5.02042
Si -1.96802 1.20730 5.88527
C -2.15128 1.10807 7.74583
C -1.90400 2.99363 5.31874
C -3.39787 0.30075 5.07873
H 4.58984 1.00828 5.00068
H 3.77582 0.26438 3.60422
H 3.85908 -0.60999 5.15841
H 2.83361 1.64292 7.56276
H 1.05938 1.64927 7.52874
H 1.93863 0.10492 7.55122
H 2.58591 3.23536 3.84933
H 1.72431 3.70448 5.34746
H 3.47301 3.35624 5.39512
H -1.45150 -2.07824 7.65584
H -0.44914 -3.55904 7.56223
H 0.29101 -2.00854 8.07196
H -1.12054 -2.69580 3.40530
H -1.32395 -3.99286 4.62552
H -2.35518 -2.52263 4.69796
H 1.52451 -3.22607 3.96580
H 2.46544 -2.24487 5.12294
H 1.77782 -3.82305 5.62576
H -1.32534 1.59524 8.27763
H -3.07845 1.63247 8.01806
H -2.23061 0.07709 8.11003
H -1.60985 3.09601 4.26610
H -2.90693 3.42683 5.44232
H -1.20187 3.58342 5.92295
H -3.24914 0.15794 4.00063
H -3.58318 -0.68222 5.53110
H -4.30121 0.91202 5.21948
*
```

---

(3)
Computed, not measured: an isolated ion of composition C28H56Br2N5O and charge +1 at a distorted geometry, with ωB97M-V/def2-TZVPD.

Output
Orbital gap   0.3485 Eh
Largest force on an atom   0.0213 hartree/bohr
Electronic energy   -6597.24901 Ha

Geometry as ORCA input:
```
! wB97M-V def2-TZVPD RIJCOSX def2/J DEFGRID3
* xyz 1 1
C 1.07885 4.21030 -0.37645
C 0.64939 3.50405 -1.38771
N -0.39239 2.52812 -1.24411
C 0.19883 1.42660 -0.45286
C -0.62152 0.15546 -0.38867
C 0.10971 -0.93619 0.39213
C 0.03056 -0.73251 1.92009
C -1.27674 -1.29058 2.48480
O 1.14965 -1.33474 2.54165
N -1.00346 -0.27986 -1.77584
C 0.15062 -0.77132 -2.63039
C 0.30622 -2.28991 -2.63075
C 1.71016 -2.76376 -3.03910
C 2.90703 -2.17492 -2.26667
C 3.53625 -3.17540 -1.29366
C 4.69549 -2.53984 -0.50440
C 4.24613 -1.87699 0.79960
C 4.31577 -2.77817 2.04550
C 4.73524 -2.01220 3.29817
C 4.60171 -2.83450 4.59283
C 4.06107 -2.03235 5.77781
C -1.74825 0.83269 -2.46713
C -3.07938 1.11574 -1.77020
C -3.96972 -0.11017 -1.48538
C -4.10649 -0.51121 -0.01032
C -4.60221 0.61545 0.90564
N -3.52619 1.45634 1.48254
C -3.80044 1.89838 2.85112
N -4.86541 2.44973 3.21724
N -2.76339 1.70640 3.79335
C -0.85430 2.07457 -2.56865
C -1.53731 3.24194 -3.35912
Br -2.43432 2.53525 -4.94424
C -2.41135 4.21800 -2.52916
C -3.80255 4.53561 -3.06664
Br -1.47906 5.92139 -2.36818
H 2.03600 4.70943 -0.39256
H 0.47778 4.28802 0.52219
H 1.02578 3.65826 -2.39707
H 0.33785 1.76663 0.57042
H 1.20870 1.20423 -0.83095
H -1.54393 0.37824 0.15392
H -0.39788 -1.88587 0.19437
H 1.15126 -1.01305 0.07481
H 0.07291 0.33400 2.15236
H -2.08594 -0.56525 2.37774
H -1.14867 -1.49930 3.54646
H -1.58426 -2.20489 1.96957
H 1.17000 -2.27426 2.30809
H -1.63403 -1.07857 -1.67790
H 1.05614 -0.24745 -2.34450
H -0.07949 -0.44984 -3.64649
H -0.39481 -2.69086 -3.36963
H 0.02321 -2.73733 -1.67686
H 1.72263 -3.84550 -2.88415
H 1.84878 -2.61751 -4.11215
H 3.67858 -1.89470 -2.98652
H 2.64510 -1.28037 -1.69231
H 2.77177 -3.50330 -0.57819
H 3.91856 -4.03040 -1.85465
H 5.14441 -1.77093 -1.14350
H 5.48597 -3.26942 -0.32053
H 3.21689 -1.51645 0.70254
H 4.86037 -0.99312 0.99372
H 5.04814 -3.57045 1.86188
H 3.34751 -3.25846 2.22502
H 5.78736 -1.73946 3.16501
H 4.16845 -1.07993 3.37888
H 5.56871 -3.27703 4.83889
H 3.91582 -3.66595 4.39903
H 3.26906 -1.35801 5.44366
H 3.62533 -2.69296 6.52852
H 4.84050 -1.43900 6.25773
H -1.97967 0.45328 -3.46030
H -2.88101 1.66649 -0.85282
H -3.61698 1.79961 -2.42425
H -3.60913 -0.97581 -2.05853
H -4.97475 0.08054 -1.86394
H -3.19036 -0.94598 0.39785
H -4.85417 -1.30762 0.03762
H -5.30889 1.22912 0.33206
H -5.16583 0.18745 1.73420
H -3.42108 2.30560 0.93604
H -5.52837 2.52523 2.44607
H -2.70731 0.74874 4.11738
H -1.86593 1.97480 3.40664
H 0.04315 1.82586 -3.15916
H -0.73623 3.81714 -3.81060
H -2.51889 3.82605 -1.52179
H -3.75146 4.99595 -4.05183
H -4.43765 3.64980 -3.09800
H -4.25818 5.27315 -2.40633
*
```